Model 1:
A cluster of 3 separate species, C4H14NO2 in total, computed with the ωB97M-V functional and the def2-TZVPD basis.

Each line ends with the Mulliken charge.
Cartesian coordinates (Å):
O (1.418, -2.581, -1.858)  -0.63
O (0.760, 2.612, 1.957)  -0.66
N (1.078, 0.284, 0.336)  0.00
C (1.784, -0.710, 0.640)  -0.11
C (-1.324, 0.439, 0.216)  -0.22
C (-2.514, -0.217, -0.529)  -1.28
C (-0.093, 0.405, -0.625)  -0.39
H (0.176, 1.220, -1.294)  0.29
H (2.664, -0.465, 1.347)  0.24
H (0.598, -3.070, -1.885)  0.32
H (0.631, 2.637, 2.933)  0.32
H (-1.053, -0.248, 0.985)  0.35
H (-2.297, -1.247, -0.699)  0.36
H (1.981, -2.917, -2.581)  0.31
H (-1.709, 1.424, 0.703)  0.25
H (-0.044, -0.538, -1.178)  0.22
H (1.714, -1.670, 0.142)  0.31
H (-2.758, 0.307, -1.482)  0.33
H (-3.396, -0.185, 0.125)  0.37
H (1.148, 1.135, 1.079)  0.32
H (1.235, 3.386, 1.668)  0.30

Values from the calculation:
- total charge = +1
- HOMO level (eV) = -15.3
- frontier orbital gap (eV) = 11.500
- E_LUMO (eV) = -3.84



Model 2:
A cluster of 3 separate species, C4H14NO2 in total, computed with the ωB97M-V functional and the def2-TZVPD basis.

Each line ends with the Mulliken charge.
Cartesian coordinates (Å):
O (0.346, 2.968, 0.353)  -0.64
O (1.730, -1.451, -1.549)  -0.62
N (1.121, 0.268, 0.472)  -0.04
C (-0.175, -0.309, 0.965)  0.44
C (-1.429, -0.410, -1.251)  -1.05
C (-1.385, 0.151, 0.221)  -0.54
C (-0.161, -1.299, 1.838)  -0.88
H (-0.682, 0.157, -1.811)  0.34
H (2.581, -1.781, -1.830)  0.29
H (-2.238, -0.248, 0.767)  0.42
H (0.731, -1.897, 2.043)  0.27
H (0.941, 1.274, 0.291)  0.35
H (-1.068, -1.736, 2.232)  0.30
H (1.826, 0.240, 1.205)  0.42
H (1.000, 3.616, 0.640)  0.29
H (-1.433, 1.229, 0.060)  0.05
H (1.098, -2.146, -1.742)  0.30
H (-1.247, -1.483, -1.205)  0.20
H (1.395, -0.324, -0.352)  0.37
H (-0.506, 3.421, 0.232)  0.30
H (-2.444, -0.239, -1.577)  0.42

Values from the calculation:
- total charge = +1
- HOMO level (eV) = -13.9
- frontier orbital gap (eV) = 11.033
- E_LUMO (eV) = -2.89



Model 3:
A cluster of 2 separate species, C4H14NO2 in total, computed with the ωB97M-V functional and the def2-TZVPD basis.

Each line ends with the Mulliken charge.
Cartesian coordinates (Å):
O (2.751, -1.632, 0.319)  -0.60
O (-2.188, 0.421, 1.026)  -0.56
N (0.440, -0.626, 0.915)  -0.29
C (1.138, 0.788, -0.884)  -1.57
C (-1.642, 0.236, -1.432)  -1.31
C (0.138, 0.690, 0.206)  0.12
C (-1.310, 0.898, -0.171)  0.40
H (0.254, -0.777, 1.869)  0.31
H (-3.075, 0.104, 0.720)  0.33
H (2.389, -2.504, 0.159)  0.29
H (1.142, -0.114, -1.581)  0.39
H (-1.507, -0.902, -1.322)  0.31
H (3.698, -1.827, 0.437)  0.31
H (-1.094, 0.379, -2.388)  0.32
H (0.340, 1.361, 1.066)  0.27
H (-1.594, 2.026, -0.228)  0.24
H (2.181, 0.826, -0.403)  0.46
H (1.101, 1.685, -1.409)  0.39
H (-2.705, 0.291, -1.544)  0.40
H (-0.144, -1.326, 0.482)  0.35
H (1.497, -0.827, 0.656)  0.42

Values from the calculation:
- total charge = +1
- HOMO level (eV) = -14.5
- frontier orbital gap (eV) = 11.267
- E_LUMO (eV) = -3.22



Short version: model 2 is the most stable of them.



Model 1:
A cluster of 2 separate species, C6H16O2 in total, computed with the ωB97M-V functional and the def2-TZVPD basis.

Each line ends with the Mulliken charge.
Cartesian coordinates (Å):
O (-3.484, -2.637, -3.989)  -0.33
O (3.598, 2.142, 4.520)  -0.34
C (-3.627, -1.297, -3.559)  -0.25
C (-4.400, -0.494, -4.696)  -1.04
C (3.602, 1.687, 3.156)  -0.19
C (4.405, 1.305, 5.380)  -0.65
C (-3.156, -3.456, -2.947)  -0.71
C (2.963, 2.704, 2.219)  -1.10
H (-5.354, -0.971, -4.978)  0.28
H (4.650, 1.442, 2.899)  0.30
H (-2.607, -0.893, -3.410)  0.26
H (-4.093, -3.522, -2.370)  0.31
H (3.550, 3.635, 2.294)  0.28
H (5.493, 1.376, 5.211)  0.26
H (3.014, 0.751, 3.101)  0.28
H (4.200, 1.512, 6.444)  0.25
H (1.926, 2.916, 2.528)  0.28
H (-3.745, -0.466, -5.583)  0.27
H (-2.899, -4.463, -3.318)  0.24
H (-4.605, 0.542, -4.378)  0.34
H (2.956, 2.377, 1.165)  0.34
H (-2.351, -3.114, -2.274)  0.29
H (4.081, 0.275, 5.154)  0.28
H (-4.115, -1.354, -2.567)  0.34

Values from the calculation:
- HOMO level (eV) = -9.7
- frontier orbital gap (eV) = 10.837
- E_LUMO (eV) = 1.15
- SMILES = CCOC.CCOC



Model 2:
A cluster of 2 separate species, C6H16O2 in total, computed with the ωB97M-V functional and the def2-TZVPD basis.

Each line ends with the Mulliken charge.
Cartesian coordinates (Å):
O (2.208, -0.377, 1.801)  -0.71
O (0.417, 0.029, 0.287)  -0.44
C (-1.119, 0.341, 0.607)  0.63
C (0.520, 0.986, -2.039)  -1.34
C (-0.995, 1.390, 1.697)  -1.51
C (1.339, -1.350, -1.503)  -1.57
C (0.264, -0.301, -1.270)  0.69
C (-1.787, -0.934, 1.093)  -1.38
H (1.281, -0.636, 1.175)  0.44
H (2.457, 0.552, 1.779)  0.24
H (-1.985, 1.672, 2.057)  0.43
H (1.111, -2.261, -0.951)  0.35
H (0.566, 0.783, -3.109)  0.42
H (1.467, 1.422, -1.719)  0.27
H (-0.274, 1.711, -1.866)  0.33
H (-0.402, 0.998, 2.522)  0.32
H (-0.496, 2.279, 1.311)  0.35
H (-0.711, -0.721, -1.544)  0.28
H (1.392, -1.600, -2.565)  0.44
H (-1.233, -1.353, 1.932)  0.30
H (2.304, -0.983, -1.168)  0.32
H (-2.807, -0.723, 1.416)  0.42
H (-1.843, -1.678, 0.301)  0.34
H (-1.674, 0.755, -0.242)  0.34

Values from the calculation:
- HOMO level (eV) = -9.5
- frontier orbital gap (eV) = 10.325
- E_LUMO (eV) = 0.83
- SMILES = CC(C)OC(C)C.O



Model 3:
A cluster of 3 separate species, C6H16O2 in total, computed with the ωB97M-V functional and the def2-TZVPD basis.

Each line ends with the Mulliken charge.
Cartesian coordinates (Å):
O (-0.846, 1.169, 4.730)  -0.64
O (-1.284, -5.901, 3.893)  -0.64
C (0.934, 0.441, -0.255)  -0.16
C (-0.113, 0.390, -3.165)  -0.11
C (1.345, 1.217, -1.532)  -0.79
C (0.383, 1.675, -2.633)  -0.59
C (0.364, 0.949, 1.011)  -1.25
C (-1.058, -0.391, -2.616)  -0.80
H (0.394, 0.016, -4.017)  0.34
H (0.242, -0.263, -0.643)  0.20
H (0.929, 2.293, -3.552)  0.23
H (1.780, 2.117, -1.235)  0.38
H (-0.403, 2.323, -2.282)  0.37
H (-0.668, -5.653, 3.174)  0.32
H (-2.108, -5.458, 3.633)  0.32
H (0.962, 1.801, 1.418)  0.33
H (-1.380, 1.605, 4.028)  0.33
H (-1.388, -1.382, -3.076)  0.24
H (-0.665, 1.173, 0.925)  0.30
H (0.352, 0.428, 1.883)  0.45
H (-0.118, 0.938, 4.173)  0.34
H (2.023, 0.618, -2.120)  0.38
H (-1.578, 0.047, -1.700)  0.24
H (1.902, -0.152, -0.043)  0.19

Values from the calculation:
- HOMO level (eV) = -9.6
- frontier orbital gap (eV) = 10.180
- E_LUMO (eV) = 0.58
- SMILES = C=CCCCC.O.O



Model 4:
A cluster of 3 separate species, C6H16O2 in total, computed with the ωB97M-V functional and the def2-TZVPD basis.

Each line ends with the Mulliken charge.
Cartesian coordinates (Å):
O (-1.312, -2.520, -2.483)  -0.63
O (1.572, 2.208, 1.905)  -0.51
C (-0.068, 1.111, -1.194)  -1.14
C (-1.403, -0.503, -0.097)  -0.78
C (-2.137, 0.320, 1.013)  -1.10
C (-0.131, 0.138, -0.327)  1.34
C (0.867, -0.232, 0.725)  -0.60
C (2.369, -0.483, 0.228)  -1.28
H (3.219, -0.588, 1.032)  0.32
H (2.054, 1.579, 1.984)  0.28
H (0.666, 1.858, -1.411)  0.35
H (-1.416, 0.910, 1.603)  0.27
H (-1.329, -1.561, 0.368)  0.33
H (-1.016, 1.286, -1.705)  0.27
H (0.623, -1.171, 1.153)  0.32
H (1.072, 0.416, 1.545)  0.32
H (2.370, -1.452, -0.285)  0.36
H (2.080, 2.931, 1.517)  0.29
H (-2.129, -0.631, -0.958)  -0.03
H (-2.808, -0.376, 1.686)  0.26
H (-2.631, 1.128, 0.476)  0.36
H (2.814, 0.342, -0.383)  0.31
H (-0.756, -2.649, -1.761)  0.33
H (-1.865, -1.626, -2.323)  0.34

Values from the calculation:
- HOMO level (eV) = -9.4
- frontier orbital gap (eV) = 10.065
- E_LUMO (eV) = 0.65
- SMILES = C=C(CC)CC.O.O



Short version: model 2 is the most stable of them.



Model 1:
A cluster of 2 separate species, C3H9NO2 in total, computed with the ωB97M-V functional and the def2-TZVPD basis.

Each line ends with the Mulliken charge.
Cartesian coordinates (Å):
O (0.638, -2.541, -2.980)  -0.63
O (-0.210, 3.282, 1.109)  -0.59
N (-0.785, 1.153, 1.164)  -0.11
C (0.534, -0.822, 0.666)  -1.10
C (0.353, 0.669, 0.407)  -0.23
C (-1.029, 2.422, 1.374)  0.05
H (-2.069, 2.561, 1.759)  0.30
H (-1.554, 0.488, 1.276)  0.25
H (-0.445, -1.287, 0.461)  0.31
H (0.108, -2.140, -3.705)  0.32
H (1.291, -1.294, 0.017)  0.31
H (0.802, -1.015, 1.718)  0.32
H (0.257, 0.773, -0.691)  0.22
H (1.271, 1.204, 0.717)  0.26
H (0.837, -3.453, -3.292)  0.32

Values from the calculation:
- HOMO level (eV) = -9.6
- frontier orbital gap (eV) = 10.286
- E_LUMO (eV) = 0.67
- SMILES = CCNC=O.O



Model 2:
A cluster of 2 separate species, C3H9NO2 in total, computed with the ωB97M-V functional and the def2-TZVPD basis.

Each line ends with the Mulliken charge.
Cartesian coordinates (Å):
O (-1.008, 1.426, 3.770)  -0.63
O (0.887, -2.364, -2.061)  -0.61
N (-0.978, -1.579, -1.064)  -0.39
C (1.001, -0.084, -1.366)  -0.15
C (0.292, -1.436, -1.560)  0.33
C (0.393, 0.873, -0.325)  -1.17
H (1.197, 1.332, 0.245)  0.32
H (-1.366, -2.488, -1.295)  0.26
H (-1.614, -0.803, -1.096)  0.22
H (-0.284, 0.402, 0.382)  0.39
H (-1.080, 2.166, 4.394)  0.32
H (-0.140, 1.703, -0.794)  0.30
H (1.983, -0.421, -1.051)  0.26
H (-0.320, 0.871, 4.154)  0.32
H (1.038, 0.402, -2.331)  0.26

Values from the calculation:
- HOMO level (eV) = -9.6
- frontier orbital gap (eV) = 10.363
- E_LUMO (eV) = 0.77
- SMILES = CCC(N)=O.O



Model 3:
A cluster of 2 separate species, C3H9NO2 in total, computed with the ωB97M-V functional and the def2-TZVPD basis.

Each line ends with the Mulliken charge.
Cartesian coordinates (Å):
O (-0.199, -5.784, -1.895)  -0.64
O (2.004, 0.430, -0.081)  -0.46
N (-0.605, 2.174, 1.636)  -0.65
C (-0.794, 1.200, -0.656)  -1.21
C (0.075, 1.919, 0.383)  0.51
C (1.367, 1.130, 0.648)  -0.18
H (-0.579, 0.136, -0.673)  0.30
H (0.440, 2.869, -0.008)  0.27
H (-1.840, 1.356, -0.458)  0.38
H (-0.330, 3.037, 2.077)  0.25
H (-0.566, 1.575, -1.645)  0.28
H (-0.484, 1.451, 2.332)  0.22
H (-0.611, -6.301, -1.185)  0.32
H (1.656, 1.217, 1.735)  0.28
H (0.466, -6.406, -2.209)  0.32

Values from the calculation:
- HOMO level (eV) = -9.4
- frontier orbital gap (eV) = 10.345
- E_LUMO (eV) = 0.93
- SMILES = C[C@@H](N)C=O.O



Short version: model 2 is the most stable of them.



Model 1:
A cluster of 2 separate species, C4H5ClN2O in total, computed with the ωB97M-V functional and the def2-TZVPD basis.

Each line ends with the Mulliken charge.
Cartesian coordinates (Å):
Cl (2.239, 0.039, -0.722)  -0.21
O (-0.869, -3.700, -0.575)  -0.63
N (0.228, -1.131, 2.537)  -0.39
N (-0.440, -2.595, -0.682)  0.54
C (0.159, -1.611, -0.412)  -0.47
C (0.985, -1.629, 1.886)  0.05
C (-0.246, 0.799, 0.140)  -1.15
C (0.399, -0.238, -0.806)  0.34
H (0.348, -0.125, -1.853)  0.48
H (-0.604, 0.211, 0.973)  0.39
H (0.520, 1.437, 0.710)  0.34
H (-1.037, 1.227, -0.402)  0.32
H (1.675, -2.181, 1.379)  0.39

Values from the calculation:
- HOMO level (alpha / beta) (eV) = -10.1 / -10.1
- frontier orbital gap (alpha / beta) (eV) = 10.176 / 10.176
- E_LUMO (alpha / beta) (eV) = 0.10 / 0.10
- SMILES = C[C@@H](Cl)C#[N+][O-].C#N



Model 2:
An isolated molecule of C4H5ClN2O, computed with the ωB97M-V functional and the def2-TZVPD basis.

Each line ends with the Mulliken charge.
Cartesian coordinates (Å):
Cl (1.219, 2.430, 0.338)  -0.19
O (-0.141, -1.281, -1.570)  -0.25
N (-0.634, -1.057, 1.028)  -0.14
N (-0.965, -2.263, -0.974)  -0.45
C (-1.132, -2.082, 0.277)  -0.04
C (0.583, 1.011, 1.087)  -0.40
C (-0.336, 0.031, -1.068)  -0.45
C (-0.061, 0.053, 0.414)  0.37
H (0.354, 0.650, -1.616)  0.41
H (0.749, 0.996, 2.202)  0.30
H (-0.744, -1.073, 2.027)  0.22
H (-1.709, -2.827, 0.803)  0.39
H (-1.365, 0.354, -1.252)  0.24

Values from the calculation:
- HOMO level (eV) = -8.5
- frontier orbital gap (eV) = 9.093
- E_LUMO (eV) = 0.61
- SMILES = Cl/C=C1\CON=CN1



Model 3:
A cluster of 2 separate species, C4H5ClN2O in total, computed with the ωB97M-V functional and the def2-TZVPD basis.

Each line ends with the Mulliken charge.
Cartesian coordinates (Å):
Cl (3.557, -0.675, 0.136)  -0.22
O (0.709, -2.537, -0.634)  -0.38
N (-2.518, -1.000, -0.803)  -0.58
N (-1.385, -2.028, 1.111)  -0.48
C (-2.123, -1.594, 0.212)  0.56
C (1.890, -0.381, -0.138)  0.18
C (1.236, -1.521, -0.357)  0.42
C (1.199, 0.893, 0.173)  -0.81
H (0.159, 0.551, -0.022)  0.19
H (1.498, 1.041, 1.150)  0.28
H (1.380, 1.721, -0.444)  0.32
H (-2.369, -1.392, -1.749)  0.29
H (-1.755, -2.658, 1.818)  0.23

Values from the calculation:
- HOMO level (eV) = -8.5
- frontier orbital gap (eV) = 9.090
- E_LUMO (eV) = 0.62
- SMILES = CC(Cl)=C=O.N=C=N



Short version: model 2 is the most stable of them.